(1)
{"formula": "C3H6Br2N2", "method": "ωB97M-V/def2-TZVPD", "symbols": ["C", "C", "C", "N", "N", "Br", "Br", "H", "H", "H", "H", "H", "H"], "positions_angstrom": [[1.077, 0.081, 0.333], [0.454, 0.978, -0.725], [0.089, -1.116, 0.395], [-0.980, 0.802, -0.562], [-1.025, -0.766, -0.547], [-1.759, 1.577, 0.976], [-2.676, -1.526, -0.145], [2.118, -0.021, 0.020], [0.946, 0.662, 1.249], [0.577, 2.045, -0.517], [0.749, 0.720, -1.680], [0.607, -2.047, -0.231], [-0.176, -1.391, 1.434]], "mulliken_charge": [-0.513, -0.454, -0.384, -0.223, -0.213, -0.053, -0.030, 0.350, 0.272, 0.306, 0.349, 0.279, 0.315], "orbital_gap_ev": 9.329, "e_homo_ev": -9.09, "smiles": "BrN1CCCN1Br", "de_lowest_ev": 0.282}

=====

(2)
{"formula": "C4H12NOSi", "method": "ωB97M-V/def2-TZVPD", "symbols": ["C", "C", "C", "C", "N", "O", "Si", "H", "H", "H", "H", "H", "H", "H", "H", "H", "H", "H", "H"], "positions_angstrom": [[0.760, -0.307, -0.296], [-1.573, 0.923, -1.944], [-1.387, 1.339, 1.455], [1.729, -0.703, 1.004], [1.590, -2.105, 1.090], [-0.376, -1.278, -0.306], [-0.757, 0.825, -0.255], [1.216, -0.253, -1.314], [-1.749, -0.017, -2.440], [-2.482, 1.546, -1.972], [-0.870, 1.482, -2.725], [-2.116, 0.546, 1.735], [-0.607, 1.426, 2.201], [-1.987, 2.261, 1.217], [2.738, -0.299, 0.900], [1.158, -0.252, 1.789], [1.871, -2.351, 2.005], [2.217, -2.612, 0.452], [-0.242, -2.084, 0.200]], "mulliken_charge": [-0.093, -1.006, -0.975, -0.353, -0.579, -0.425, 0.604, 0.348, 0.359, 0.374, 0.328, 0.345, 0.365, 0.330, 0.346, 0.221, 0.230, 0.212, 0.371], "orbital_gap_ev": 9.639, "charge": 1, "e_homo_ev": -14.07, "de_lowest_ev": 1.455}

=====

(3)
{"formula": "C11H25Cl2FO3PS2", "method": "ωB97M-V/def2-TZVPD", "symbols": ["C", "C", "C", "C", "C", "C", "C", "O", "S", "C", "C", "F", "P", "O", "O", "S", "H", "H", "H", "H", "H", "H", "H", "H", "H", "H", "H", "H", "H", "H", "H", "H", "H", "H", "H", "H", "H", "Cl", "C", "C", "Cl", "H", "H", "H", "H"], "positions_angstrom": [[-0.933, 2.715, -2.161], [-0.541, 1.374, -2.787], [-0.369, 1.633, -4.309], [-1.632, 0.297, -2.646], [-1.364, -0.756, -1.541], [-0.377, -1.845, -2.016], [-1.027, -0.123, -0.186], [0.318, -0.463, 0.344], [1.379, 0.688, 0.179], [2.878, -0.141, -0.505], [3.143, -1.491, 0.148], [2.677, -0.290, -1.832], [1.956, 1.425, 2.138], [2.307, 2.967, 1.874], [3.349, 0.768, 2.573], [0.572, 1.256, 3.407], [-1.956, 2.960, -2.436], [-0.309, 3.515, -2.551], [-0.831, 2.748, -1.075], [0.426, 0.998, -2.447], [-1.323, 1.582, -4.823], [0.061, 2.618, -4.463], [0.315, 0.904, -4.739], [-2.625, 0.722, -2.513], [-1.674, -0.276, -3.568], [-2.319, -1.256, -1.402], [-0.372, -1.843, -3.102], [0.650, -1.696, -1.708], [-0.760, -2.819, -1.735], [-1.119, 0.956, -0.182], [-1.721, -0.472, 0.569], [3.725, 0.542, -0.421], [2.296, -1.888, 0.702], [3.968, -1.396, 0.845], [3.380, -2.200, -0.636], [2.493, 3.155, 0.935], [4.016, 0.999, 1.898], [-4.417, -2.222, 5.120], [-2.699, -2.400, 5.549], [-1.811, -1.533, 4.693], [-1.769, -2.086, 2.996], [-2.436, -3.451, 5.458], [-2.598, -2.108, 6.593], [-0.788, -1.572, 5.065], [-2.141, -0.497, 4.701]], "mulliken_charge": [-1.565, 1.887, -1.668, -1.603, 0.552, -1.349, -0.635, -0.166, 0.396, -0.028, -1.137, -0.260, 0.631, -0.459, -0.448, -0.253, 0.360, 0.441, 0.300, -0.464, 0.388, 0.419, 0.393, 0.384, 0.527, 0.540, 0.396, 0.139, 0.387, 0.198, 0.315, 0.586, 0.286, 0.362, 0.383, 0.377, 0.378, -0.174, -0.471, -0.430, -0.163, 0.326, 0.330, 0.304, 0.287], "orbital_gap_ev": 8.355, "charge": 1, "e_homo_ev": -12.73}